{"formula": "H28O14", "method": "ωB97M-V/def2-TZVPD", "elements": ["H", "H", "H", "H", "H", "H", "H", "H", "H", "H", "H", "H", "H", "H", "H", "H", "H", "H", "H", "H", "H", "H", "H", "H", "H", "H", "H", "H", "O", "O", "O", "O", "O", "O", "O", "O", "O", "O", "O", "O", "O", "O"], "coordinates": [[0.530520, 0.279771, 0.467962], [-0.549303, -0.653467, -0.105361], [3.990444, -1.502069, 3.752337], [3.489137, -1.889204, 2.399218], [-4.236782, 0.250368, -0.194022], [-3.913981, -0.979000, -0.814701], [1.488867, 0.237444, -2.143516], [2.896069, 0.230555, -2.480393], [-1.131498, -3.375067, -2.638359], [-1.416732, -1.898136, -2.442409], [-3.026502, -3.426901, 0.542453], [-2.040722, -4.599820, 0.879738], [4.700318, -0.456634, -0.141341], [5.458707, -0.768678, -1.549564], [3.819227, 3.589258, 0.740365], [4.412907, 2.212530, 0.520621], [0.605927, 2.874770, 1.654002], [1.960878, 3.046312, 0.953070], [-4.987385, 1.170343, 1.080394], [-3.711419, 1.545078, 2.023008], [3.169836, -3.411106, -1.202830], [1.941556, -3.820188, -0.599577], [-3.161905, -1.637030, 2.231369], [-3.938206, -2.864626, 2.083637], [-2.057649, 3.705896, -1.191005], [-3.305835, 2.805458, -1.445806], [-0.385473, 4.160476, -1.193274], [-0.082004, 5.502386, -1.770043], [-0.329749, 0.041514, 0.529685], [3.192095, -1.863651, 3.349590], [-4.294518, -0.116481, -1.077071], [2.237009, -0.297353, -2.006560], [-0.713899, -2.551609, -2.360699], [-2.150987, -3.646745, 0.676814], [5.075462, -1.157141, -0.778756], [4.244546, 2.826069, 1.238767], [1.332852, 3.496395, 1.632774], [-4.420831, 0.828369, 1.788034], [2.308279, -3.888323, -1.439252], [-3.899765, -1.927635, 1.720734], [-2.341960, 2.842252, -1.443424], [-0.757535, 5.085621, -1.246617]], "forces_ev_per_a": [[4.166, 0.661, -0.593], [0.465, 0.151, 0.153], [-0.150, -0.003, 0.375], [-0.760, -0.149, 1.283], [0.065, 0.578, 0.349], [-0.335, 0.213, -0.681], [-2.045, 0.767, -0.164], [0.192, -0.478, 0.118], [0.148, 0.024, 0.107], [-0.015, 0.009, -0.051], [-2.812, 0.454, -0.448], [-0.446, 0.981, -0.376], [1.061, -1.477, -2.034], [0.241, 0.804, -0.489], [0.976, -1.093, 1.191], [0.263, -0.272, -0.062], [-0.474, -0.174, 0.167], [-1.565, 1.101, 2.065], [0.154, 0.419, 0.561], [-2.204, -1.840, -0.997], [-1.415, -0.884, -1.192], [-1.886, -0.105, 2.325], [1.030, 0.980, 0.351], [-0.345, 1.623, -0.704], [-0.443, 1.121, 0.097], [0.305, 0.153, 0.012], [-0.491, 1.354, 0.146], [0.260, 0.681, -0.410], [-4.556, -0.936, 0.471], [0.918, 0.133, -1.667], [0.479, -1.025, 0.318], [1.786, -0.202, 0.090], [-0.187, 0.134, -0.051], [3.640, -1.723, 0.595], [-1.284, 0.563, 2.544], [-1.023, 1.455, -1.263], [1.793, -1.046, -2.143], [1.877, 1.838, 0.561], [3.332, 1.011, -1.165], [-1.083, -2.509, 0.465], [-0.286, -1.404, -0.218], [0.654, -1.886, 0.366]], "lowdin_charge": [-0.05, 0.04, 0.03, 0.05, -0.03, 0.03, 0.00, 0.04, 0.04, 0.03, -0.04, 0.07, 0.07, 0.01, 0.07, 0.02, 0.02, 0.05, 0.03, 0.11, 0.07, -0.02, 0.03, 0.08, -0.04, 0.04, 0.06, 0.04, -0.01, -0.08, -0.06, -0.03, -0.06, -0.04, -0.07, -0.07, -0.08, -0.09, -0.06, -0.07, -0.05, -0.06], "lumo_ev": -0.528, "multiplicity": 1, "orbital_gap_ev": 10.4, "relative_energy_kj_mol": 435.6}

=====

{"formula": "H28O14", "method": "ωB97M-V/def2-TZVPD", "elements": ["O", "H", "H", "O", "H", "H", "O", "H", "H", "O", "H", "H", "O", "H", "H", "O", "H", "H", "O", "H", "H", "O", "H", "H", "O", "H", "H", "O", "H", "H", "O", "H", "H", "O", "H", "H", "O", "H", "H", "O", "H", "H"], "coordinates": [[7.005000, 22.703000, 1.998000], [7.267000, 21.966000, 1.491000], [7.610000, 22.797000, 2.748000], [3.335000, 24.623000, 2.503000], [4.207000, 25.001000, 2.437000], [3.394000, 23.737000, 2.131000], [5.907000, 23.445000, -0.644000], [5.551000, 22.551000, -0.686000], [6.132000, 23.652000, -1.531000], [6.744000, 20.378000, -0.166000], [7.019000, 20.751000, -1.024000], [5.820000, 20.483000, -0.148000], [5.838000, 19.561000, 2.469000], [5.202000, 19.283000, 1.752000], [6.561000, 18.937000, 2.284000], [5.487000, 25.529000, 0.866000], [6.088000, 25.451000, 1.602000], [5.742000, 24.957000, 0.150000], [4.271000, 21.982000, 1.717000], [3.794000, 21.717000, 0.952000], [5.128000, 22.467000, 1.669000], [5.122000, 21.918000, 4.631000], [4.209000, 21.941000, 4.314000], [5.710000, 21.331000, 4.105000], [4.200000, 21.334000, -1.052000], [3.578000, 21.981000, -1.471000], [4.142000, 20.514000, -1.524000], [6.053000, 24.714000, 3.958000], [6.856000, 25.222000, 3.674000], [6.092000, 23.820000, 3.555000], [4.351000, 18.704000, 0.288000], [4.316000, 17.740000, 0.175000], [3.459000, 18.947000, 0.681000], [2.375000, 22.196000, 4.189000], [1.598000, 21.995000, 4.699000], [2.009000, 22.434000, 3.329000], [1.918000, 22.095000, 0.200000], [1.653000, 21.750000, -0.619000], [2.049000, 23.013000, 0.125000], [1.864000, 19.196000, 1.265000], [2.012000, 20.114000, 1.007000], [1.479000, 18.784000, 0.482000]], "forces_ev_per_a": [[-0.250, 1.872, 1.201], [0.553, -1.720, -0.953], [-0.133, -0.340, -0.332], [-1.404, -0.068, 0.097], [0.420, 0.088, -0.200], [0.544, -0.060, 0.157], [0.003, -0.365, 0.449], [-0.132, -0.075, 0.161], [0.424, 0.328, -1.331], [2.459, 0.239, -0.785], [-0.076, -0.276, 0.570], [-1.870, -0.004, 0.345], [-0.164, -0.983, -0.839], [0.731, 0.582, 1.005], [-0.134, 0.412, 0.293], [-0.725, 1.518, 0.334], [0.442, -0.346, -0.014], [0.363, -0.698, 0.154], [0.397, 0.514, 2.087], [0.338, 0.243, -1.357], [-0.771, -0.718, -0.605], [1.408, -0.071, 0.160], [0.213, -0.388, -0.397], [-1.437, 0.339, 0.163], [-0.726, 1.381, -0.608], [0.952, -0.965, 0.470], [-0.117, -0.831, -0.476], [1.130, 0.532, -0.738], [-1.014, -0.941, 0.394], [-0.180, 0.628, 0.548], [-1.073, -0.102, -0.150], [0.106, 0.424, 0.126], [0.938, -0.602, -0.189], [-0.171, -0.017, -0.525], [-0.328, -0.189, 0.585], [0.353, 0.148, 0.016], [-0.017, -1.434, 1.939], [-0.808, -0.399, -1.738], [0.156, 2.004, -0.069], [0.149, -0.109, -0.363], [-0.297, 0.451, 0.284], [-0.249, -0.001, 0.134]], "lowdin_charge": [-0.03, 0.01, 0.07, -0.06, -0.02, -0.03, -0.03, 0.00, 0.05, -0.03, 0.07, -0.05, -0.09, 0.00, 0.04, -0.05, 0.01, -0.03, -0.05, -0.03, 0.03, -0.08, -0.02, 0.02, -0.07, 0.10, 0.06, -0.07, 0.06, 0.00, -0.08, 0.08, 0.02, -0.03, 0.05, 0.04, 0.00, 0.03, 0.05, -0.02, 0.02, 0.07], "lumo_ev": -0.826, "multiplicity": 1, "orbital_gap_ev": 8.6, "relative_energy_kj_mol": 234.6}

=====

{"formula": "H28O14", "method": "ωB97M-V/def2-TZVPD", "elements": ["O", "H", "H", "O", "H", "H", "O", "H", "H", "O", "H", "H", "O", "H", "H", "O", "H", "H", "O", "H", "H", "O", "H", "H", "O", "H", "H", "O", "H", "H", "O", "H", "H", "O", "H", "H", "O", "H", "H", "O", "H", "H"], "coordinates": [[-1.772221, -0.300034, -4.050637], [-1.555763, -0.407994, -3.093326], [-1.781127, 0.670613, -4.208535], [0.959992, -4.621583, -0.841349], [1.501731, -4.649271, -1.626459], [1.591161, -5.082979, -0.274281], [-1.941780, 1.676278, -2.500144], [-1.837097, 1.072181, -1.729899], [-1.037629, 2.112482, -2.555286], [1.135514, -0.176721, 4.968543], [1.699339, -0.904358, 4.695891], [0.244852, -0.531633, 4.866987], [-3.405153, -1.523708, 0.942424], [-2.864450, -1.746727, 1.701073], [-2.810313, -1.099356, 0.320680], [-0.859242, -1.011060, -1.797502], [0.069681, -0.776241, -1.829622], [-1.133104, -1.787141, -2.284898], [1.614179, 0.349215, -1.102771], [1.080878, 0.862670, -0.463394], [2.323390, -0.006762, -0.551808], [-3.625270, 0.283342, -1.140038], [-4.475180, 0.050040, -1.526479], [-3.791415, 0.910567, -0.437018], [4.213876, 0.021250, -2.120021], [4.744524, 0.778541, -1.872967], [3.274258, 0.159533, -1.976723], [0.033655, 2.801366, -1.332177], [0.002014, 2.830741, -0.369927], [0.979231, 2.781316, -1.527330], [-2.249573, 1.714605, 1.644549], [-2.603308, 0.836207, 1.840776], [-3.048604, 2.254857, 1.662937], [0.900133, 1.945095, 1.091571], [1.613424, 2.193697, 1.710134], [0.339730, 1.379203, 1.634412], [1.616123, 2.172422, 3.633189], [1.423465, 1.395480, 4.200863], [1.295223, 2.841968, 4.249970], [2.962182, -3.399896, 0.779334], [3.120951, -2.665908, 0.189114], [2.051719, -3.402295, 1.080146]], "forces_ev_per_a": [[-1.378, 1.119, -0.491], [0.950, -0.126, 0.555], [0.542, -0.180, -0.388], [0.246, -0.340, 0.196], [-0.089, 0.282, -0.897], [-0.300, 0.024, 0.541], [0.481, 0.020, -0.584], [-0.533, -0.112, -0.157], [-0.339, 0.007, 0.452], [-0.345, -0.196, -0.097], [0.329, -0.077, 0.053], [-0.034, 0.107, 0.177], [-0.049, 0.258, 0.342], [0.075, -0.326, 0.179], [0.036, -0.028, -0.385], [-1.372, 0.896, 0.488], [0.954, -0.496, -0.111], [0.840, -0.910, 0.271], [-0.472, -0.271, 0.136], [0.406, 0.110, 0.001], [-0.138, -0.091, 0.143], [0.296, -0.191, -0.225], [-0.065, 0.019, 0.124], [-0.341, 0.133, 0.234], [0.237, -0.968, -0.153], [-0.334, 0.301, 0.105], [0.337, 0.773, -0.302], [0.232, 0.118, -0.742], [-0.049, -0.015, 0.512], [-0.061, 0.070, -0.067], [-0.361, -0.367, -0.256], [0.083, -0.069, 0.047], [0.183, 0.295, 0.132], [0.194, -0.312, -0.291], [-0.397, 0.017, 0.074], [-0.166, 0.339, 0.191], [-0.390, -0.104, 1.113], [0.411, -0.356, -0.583], [0.209, 0.585, -0.444], [0.582, -0.508, 0.596], [-0.291, 0.194, -0.164], [-0.118, 0.372, -0.327]], "lowdin_charge": [0.19, 0.00, 0.10, -0.06, 0.03, 0.03, 0.12, 0.06, 0.10, -0.03, 0.07, 0.06, -0.05, 0.04, -0.01, -0.01, 0.05, 0.09, -0.07, 0.02, 0.06, -0.03, 0.09, 0.05, -0.05, 0.04, -0.03, -0.04, 0.04, 0.07, -0.04, 0.03, 0.06, -0.07, 0.06, 0.05, -0.07, 0.00, 0.07, -0.05, 0.02, 0.03], "lumo_ev": [-3.067, -9.280], "multiplicity": 2, "total_charge": 1, "s_squared": 0.759, "orbital_gap_ev": [10.4, 4.2], "relative_energy_kj_mol": 95.5}